*P*
The following is a quantum chemistry calculation of a single C5H3P molecule, from the OMol25 dataset.

The geometry in XYZ format:
```
9
C5H3P, DFT ωB97M-V with the def2-TZVPD basis set
C 0.20740 1.03982 0.34526
C 0.68533 1.11982 3.51961
C -0.36105 -0.76410 -1.57107
C 0.13354 0.30747 -0.70295
C 0.09478 0.35552 -2.13140
P 0.38649 0.54462 2.01835
H -0.86459 -1.64476 -1.63762
H 0.33992 0.85968 -3.03516
H 1.06646 0.35602 4.28564
```

Properties
SMILES: C#P=C=C1C=C1
Gap between HOMO and LUMO (alpha / beta), eV: 7.07 / 7.06
E_HOMO (alpha / beta), eV: -7.75 / -7.79

*Q*
The following is a quantum chemistry calculation of a single C5H3P molecule, from the OMol25 dataset.

The geometry in XYZ format:
```
9
C5H3P, DFT ωB97M-V with the def2-TZVPD basis set
C 0.71615 -0.69700 0.52840
C 1.91125 -0.29466 0.22287
C -1.13421 -0.77186 -0.78362
C -0.21130 -1.48896 -0.12693
C -0.48890 0.31631 0.01409
P 1.14251 1.24779 -0.39551
H -1.91781 -0.83371 -1.39237
H -1.09549 0.66993 0.93786
H 1.07779 1.85216 0.99522
```

Properties
Gap between HOMO and LUMO, eV: 8.28
E_HOMO, eV: -8.62

Each structure's energy above the most stable one, in eV: *P* 0.316; *Q* 0.000.

*P*
The following is a quantum chemistry calculation of 2 unconnected molecules or ions with the total composition C3H7PS, from the OMol25 dataset.

The geometry in XYZ format:
```
12
C3H7PS, DFT ωB97M-V with the def2-TZVPD basis set
C -0.42233 0.83590 1.04177
C -1.07509 -0.07192 1.93568
C 0.84010 -0.70325 -2.06685
P 0.35681 2.19814 0.52958
S -0.49139 -1.03458 -0.91770
H -1.65354 0.34536 2.82783
H -1.64258 -0.73080 1.33688
H -0.32571 -0.74426 2.36781
H 1.28581 0.18451 -1.58037
H 0.36435 -0.60771 -2.96217
H 1.53125 -1.56337 -1.92424
H 1.23233 1.89199 -0.58823
```

Properties
Gap between HOMO and LUMO (alpha / beta), eV: 7.80 / 6.99
E_HOMO (alpha / beta), eV: -8.49 / -8.15

*Q*
The following is a quantum chemistry calculation of 2 unconnected molecules or ions with the total composition C3H7PS, from the OMol25 dataset.

The geometry in XYZ format:
```
12
C3H7PS, DFT ωB97M-V with the def2-TZVPD basis set
C 0.31276 -1.06994 1.90878
C 1.42738 -1.00861 0.99103
C -1.69226 1.20698 -1.67645
P -0.19757 0.96698 -2.43643
S -1.24589 -0.73275 1.68327
H 1.22827 -1.07912 -0.05675
H 1.74305 -0.03530 0.92348
H 2.17870 -1.74675 1.19235
H 0.44605 -1.45399 2.87116
H -2.14042 0.27133 -1.32932
H -2.11343 2.23136 -1.44455
H 0.05338 2.44982 -2.62657
```

Properties
SMILES: CC=S.C=P
Gap between HOMO and LUMO, eV: 8.53
E_HOMO, eV: -8.61

*R*
The following is a quantum chemistry calculation of 2 unconnected molecules or ions with the total composition C3H7PS, from the OMol25 dataset.

The geometry in XYZ format:
```
12
C3H7PS, DFT ωB97M-V with the def2-TZVPD basis set
C -1.75262 1.10706 1.57693
C 0.15881 -0.39518 -1.44603
C 0.90118 -0.79553 -0.18458
P -1.74368 0.00431 2.66355
S 1.73624 0.62811 0.60264
H -0.34143 -1.26554 -1.86853
H -0.59241 0.35914 -1.22318
H 0.84796 0.00707 -2.18336
H 1.69561 -1.51167 -0.40847
H 0.22976 -1.22977 0.55661
H -1.74985 1.89290 0.87014
H 0.61043 1.19911 1.04428
```

Properties
SMILES: C#P.CCS
Gap between HOMO and LUMO, eV: 9.13
E_HOMO, eV: -8.91

*S*
The following is a quantum chemistry calculation of 2 unconnected molecules or ions with the total composition C3H7PS, from the OMol25 dataset.

The geometry in XYZ format:
```
12
C3H7PS, DFT ωB97M-V with the def2-TZVPD basis set
C -0.60835 -0.49402 0.14903
C 1.52338 1.56387 0.22394
C -0.14816 -1.62269 -0.67615
P -1.97212 0.61289 -0.04579
S -1.64722 -0.73025 1.62130
H 2.35802 1.05818 -0.14652
H 1.11227 1.04078 1.03097
H 1.08104 2.35285 -0.22744
H -1.02432 -2.30194 -1.00263
H 0.66662 -2.02107 -0.01125
H 0.22648 -1.21824 -1.62543
H -1.56764 1.75963 0.70994
```

Properties
Gap between HOMO and LUMO, eV: 5.71
E_HOMO, eV: -7.17

Each structure's energy above the most stable one, in eV: *P* 2.562; *Q* 0.856; *R* 0.000; *S* 3.629.